103
Properties=species:S:1:pos:R:3 method="wB97M-V/def2-TZVPD" de_lowest_kcal_mol=0.0 homo_lumo_gap_ha=0.1721 charge=-1
Li -0.729 0.395 0.232
S -1.583 4.358 -1.774
C -1.010 2.931 -0.963
S -0.857 2.812 0.792
S -0.472 1.556 -1.940
C -6.098 0.089 -1.128
C -4.568 -0.286 -1.015
N -3.717 0.873 -1.175
C -3.957 1.856 -0.099
C -5.468 2.211 -0.034
N -6.116 1.589 -1.258
C -5.446 1.996 -2.545
C -3.975 1.509 -2.480
H -6.641 -0.138 -0.218
H -6.592 -0.311 -2.000
H -4.320 -1.021 -1.763
H -4.347 -0.732 -0.038
H -3.400 2.753 -0.318
H -3.625 1.460 0.860
H -5.677 3.288 -0.125
H -5.976 1.785 0.849
H -7.068 1.904 -1.272
H -5.535 3.072 -2.634
H -6.048 1.505 -3.307
H -3.322 2.381 -2.542
H -3.702 0.825 -3.312
C 1.350 0.930 2.995
C 1.676 -0.301 2.235
N 0.971 -0.763 1.227
C 1.568 -1.939 0.866
C 2.691 -2.129 1.611
N 2.743 -1.073 2.506
H 1.257 1.773 2.314
H 2.140 1.140 3.712
H 0.430 0.795 3.571
H 1.112 -2.612 0.151
H 3.450 -2.876 1.606
H 3.518 -0.834 3.098
C 6.159 0.334 2.045
C 5.460 1.496 2.339
C 4.465 1.926 1.462
C 4.171 1.246 0.290
C 4.903 0.092 0.008
C 5.881 -0.356 0.868
As 2.507 1.787 -0.665
C 2.932 0.962 -2.387
C 2.671 -0.391 -2.526
C 2.956 -1.033 -3.733
C 3.444 -0.309 -4.810
C 3.720 1.047 -4.657
C 3.500 1.670 -3.437
C 3.057 3.653 -0.987
C 2.079 4.638 -0.888
C 2.383 5.992 -0.953
C 3.704 6.378 -1.174
C 4.662 5.399 -1.350
C 4.368 4.047 -1.233
H 6.938 -0.024 2.700
H 5.694 1.996 3.268
H 3.897 2.817 1.701
H 4.697 -0.465 -0.890
H 6.414 -1.275 0.606
H 2.192 -0.933 -1.714
H 2.725 -2.076 -3.863
H 3.620 -0.813 -5.753
H 4.126 1.586 -5.503
H 3.741 2.735 -3.328
H 1.039 4.364 -0.760
H 1.595 6.741 -0.877
H 3.971 7.428 -1.223
H 5.676 5.696 -1.514
H 5.145 3.303 -1.317
C -1.191 -4.832 -0.086
C -1.432 -3.622 -0.962
C -2.767 -3.705 -1.660
C -0.335 -3.468 -2.030
O -1.315 -2.436 -0.148
P -2.180 -2.038 1.166
O -3.529 -2.694 1.248
O -2.172 -0.538 1.192
O -1.162 -2.624 2.274
C -1.367 -2.786 3.680
C -1.933 -4.196 3.844
C -2.303 -1.720 4.284
C 0.006 -2.723 4.338
H -1.126 -5.743 -0.684
H -1.977 -4.954 0.653
H -0.264 -4.670 0.490
H -2.794 -4.644 -2.205
H -2.880 -2.871 -2.346
H -3.565 -3.613 -0.917
H -0.524 -4.115 -2.908
H 0.663 -3.751 -1.641
H -0.264 -2.442 -2.358
H -2.859 -4.323 3.268
H -2.140 -4.459 4.894
H -1.235 -4.924 3.428
H -3.266 -1.736 3.779
H -1.861 -0.732 4.161
H -2.480 -1.932 5.347
H 0.733 -3.371 3.811
H -0.047 -3.058 5.385
H 0.419 -1.711 4.276

107
Properties=species:S:1:pos:R:3 method="wB97M-V/def2-TZVPD" de_lowest_kcal_mol=28.6 homo_lumo_gap_ha="0.2693 / 0.1574" s_squared=6.010 spin_multiplicity=5 charge=+1
Co 1.373 0.166 1.250
C 2.324 1.130 4.319
O 1.707 0.042 3.576
C 1.040 -1.007 4.182
C 0.674 -1.132 5.522
C -0.153 -2.169 5.956
Br -0.857 -2.291 7.680
C -0.607 -3.088 5.022
C -0.349 -2.935 3.648
C 0.629 -2.011 3.273
O 1.167 -1.994 2.008
C -1.102 -3.727 2.741
N -1.766 -4.788 3.131
C -2.324 -5.331 2.014
C -3.128 -6.445 1.862
C -3.714 -6.725 0.665
C -3.324 -5.995 -0.458
C -2.392 -4.938 -0.410
C -1.916 -4.599 0.849
N -1.100 -3.578 1.369
H 1.584 1.965 4.458
H 3.123 1.442 3.697
H 2.716 0.769 5.282
H 1.053 -0.412 6.288
H -1.248 -3.876 5.357
H 2.186 -1.786 2.018
H -3.335 -7.040 2.769
H -4.409 -7.562 0.564
H -3.840 -6.129 -1.410
H -2.005 -4.471 -1.297
H -0.612 -2.865 0.803
O 0.023 1.415 1.967
S -0.951 2.360 1.154
C -1.357 3.541 2.439
C -0.374 4.714 2.433
C 0.375 5.023 3.606
C 1.370 6.006 3.561
C 1.522 6.730 2.376
C 0.743 6.452 1.259
C -0.191 5.439 1.275
C -2.642 1.544 0.989
C -3.451 1.131 2.223
C -2.987 0.153 3.109
C -3.812 -0.338 4.141
C -5.070 0.224 4.285
C -5.493 1.295 3.481
C -4.660 1.784 2.498
H -1.443 3.118 3.432
H -2.298 3.991 2.094
H 0.125 4.509 4.541
H 1.958 6.266 4.454
H 2.160 7.620 2.394
H 0.936 7.057 0.374
H -0.715 5.211 0.350
H -2.543 0.757 0.212
H -3.155 2.393 0.533
H -1.966 -0.205 3.029
H -3.452 -1.143 4.767
H -5.769 -0.134 5.103
H -6.481 1.766 3.574
H -4.914 2.657 1.920
F 3.176 0.970 1.240
B 4.351 -0.004 1.501
F 4.986 0.370 2.663
F 5.049 -0.090 0.359
F 3.646 -1.323 1.726
C 0.691 -3.651 -3.663
Si 0.260 -2.089 -4.652
C 1.134 -2.164 -6.335
C -1.584 -1.869 -5.003
Si 0.974 -0.144 -3.567
Te 0.298 -0.689 -1.099
Si 3.241 0.031 -3.181
C 3.752 1.533 -2.090
C 3.961 0.258 -4.940
C 3.940 -1.566 -2.349
Si 0.082 1.903 -4.398
C 0.286 1.929 -6.308
C -1.726 2.296 -3.898
C 1.126 3.379 -3.836
H 0.187 -4.473 -4.098
H 0.368 -3.555 -2.618
H 1.770 -3.804 -3.609
H 0.828 -3.090 -6.805
H 2.232 -2.174 -6.255
H 0.935 -1.274 -6.957
H -1.961 -2.824 -5.357
H -1.771 -1.125 -5.805
H -2.174 -1.540 -4.165
H 3.390 2.468 -2.531
H 4.865 1.570 -1.988
H 3.299 1.453 -1.093
H 4.392 1.257 -5.012
H 3.233 0.084 -5.727
H 4.774 -0.468 -5.118
H 3.195 -2.159 -1.828
H 4.708 -1.275 -1.622
H 4.384 -2.209 -3.117
H -0.569 1.834 -6.969
H 0.977 1.132 -6.607
H 0.722 2.893 -6.544
H -2.438 1.626 -4.405
H -2.006 3.305 -4.185
H -1.812 2.144 -2.801
H 2.126 3.401 -4.296
H 1.248 3.535 -2.774
H 0.570 4.233 -4.188

109
Properties=species:S:1:pos:R:3 method="wB97M-V/def2-TZVPD" de_lowest_kcal_mol=23.2 homo_lumo_gap_ha="0.1403 / 0.1410" charge=-2
Na 0.084 0.552 -0.577
C -1.809 4.091 -2.727
C -1.581 4.004 -1.251
C -2.618 4.287 -0.371
C -2.386 4.165 1.011
N -1.254 3.771 1.504
N -0.221 3.409 0.639
B 0.879 2.817 1.341
N 2.280 2.845 0.999
N 2.752 4.054 0.545
C 4.000 4.091 0.154
C 4.863 2.991 0.232
C 4.359 1.743 0.671
C 5.209 0.510 0.645
C 3.037 1.670 1.032
S 2.158 0.233 1.422
C 4.466 5.419 -0.437
C 4.871 5.181 -1.899
C 5.665 5.955 0.353
C 3.342 6.455 -0.411
N 0.566 2.487 2.829
N 1.301 3.281 3.597
C 1.202 3.198 4.893
C 0.407 2.203 5.487
C -0.329 1.354 4.712
C -0.996 0.165 5.323
C -0.303 1.568 3.304
S -1.232 0.670 2.149
C 2.027 4.177 5.716
C 3.058 3.395 6.541
C 2.758 5.164 4.807
C 1.092 4.949 6.655
C -0.349 3.560 -0.768
S 0.919 3.092 -1.810
C -3.474 4.521 2.019
C -3.025 4.255 3.453
C -3.809 6.010 1.869
C -4.718 3.666 1.733
H -2.808 4.482 -2.935
H -1.709 3.100 -3.176
H -1.060 4.726 -3.203
H -3.582 4.606 -0.747
H 5.892 3.071 -0.097
H 6.235 0.756 0.363
H 4.811 -0.217 -0.068
H 5.216 0.015 1.619
H 5.714 4.492 -1.971
H 5.155 6.126 -2.373
H 4.030 4.751 -2.447
H 6.497 5.249 0.345
H 5.384 6.135 1.394
H 6.011 6.900 -0.079
H 2.475 6.087 -0.959
H 3.696 7.386 -0.867
H 3.023 6.660 0.611
H 0.425 2.062 6.562
H -0.670 0.049 6.358
H -0.727 -0.726 4.752
H -2.081 0.236 5.260
H 3.707 2.813 5.884
H 2.577 2.708 7.242
H 3.678 4.086 7.118
H 3.447 4.648 4.139
H 3.319 5.874 5.421
H 2.057 5.715 4.179
H 0.560 4.279 7.335
H 0.350 5.507 6.081
H 1.666 5.657 7.259
H -2.113 4.809 3.688
H -2.842 3.193 3.613
H -3.816 4.581 4.138
H -2.934 6.623 2.099
H -4.615 6.286 2.557
H -4.131 6.245 0.852
H -4.459 2.606 1.776
H -5.147 3.886 0.753
H -5.483 3.862 2.491
O -4.189 -2.637 -2.732
C -4.707 -1.402 -2.622
C -6.024 -1.207 -3.045
C -6.616 0.040 -2.949
C -5.905 1.118 -2.430
C -4.597 0.928 -2.018
C -3.978 -0.316 -2.106
C -2.555 -0.414 -1.631
O -1.984 0.618 -1.243
N -2.038 -1.654 -1.672
N -0.813 -1.753 -1.054
C -0.188 -2.829 -1.261
S -0.797 -4.144 -2.307
C 0.724 -5.126 -2.185
C 1.331 -4.899 -0.812
S 1.396 -3.111 -0.530
H -3.262 -2.573 -2.339
H -6.564 -2.059 -3.439
H -7.642 0.170 -3.277
H -6.368 2.093 -2.343
H -4.008 1.739 -1.605
H 1.423 -4.819 -2.964
H 0.459 -6.174 -2.339
H 2.349 -5.286 -0.753
H 0.724 -5.372 -0.039
N 2.018 -0.835 -3.425
N 0.889 -0.091 -2.961
H 1.862 -1.191 -4.362
H 2.131 -1.629 -2.806
H 0.027 -0.358 -3.423
H 1.052 0.900 -3.103
S -3.116 0.411 2.893